DFT (ωB97M-V/def2-TZVPD) results for 3 unconnected molecules or ions with the total composition C2H4NO4P in a non-equilibrium geometry.

```
12
Properties=species:S:1:pos:R:3:forces:R:3
C 1.420200 0.060143 0.538562 0.2 1.9 -1.4
O -4.382617 0.592059 -1.818944 -0.2 0.6 0.0
N 1.958216 1.140618 0.452537 0.9 -1.0 1.6
H 3.531145 -2.409812 0.786405 2.1 0.0 2.1
O -5.059152 1.184477 0.565373 -0.1 0.5 -0.3
O 2.897033 1.974478 0.712124 -1.9 -1.5 -0.9
P -4.428025 1.601892 -0.722306 0.5 -1.0 0.5
H 2.806201 -1.759248 -0.579578 0.1 0.6 -1.2
O -3.742275 2.913326 -0.850171 -0.4 0.0 -0.1
C 2.710407 -2.493156 0.183495 -0.4 -0.3 -2.1
H 1.779321 -2.390398 0.619955 -1.9 -0.1 1.3
H 0.509547 -0.414379 0.112549 1.1 0.4 0.5
```
Forces are in eV/Å.

Computed properties:
Energy above the lowest of the compared OMol25 structures with the same formula, charge and spin, kJ/mol: 473.0
LUMO level (spin up / spin down), eV: 5.9097 / 5.9098
Largest force on an atom, eV/Å: 2.93
Electronic energy, eV: -21104.68302
Total charge: -2

DFT (ωB97M-V/def2-TZVPD) results for a molecular structure, C2H4NO4S in a non-equilibrium geometry.

```
12
Properties=species:S:1:pos:R:3:forces:R:3
H 0.347263 0.867856 0.050613 -0.4 1.2 0.8
S -2.208955 -0.043301 0.200121 1.0 -0.8 0.4
O -1.573828 1.202025 -0.248236 -0.9 -0.3 -0.2
C 2.089608 0.130505 -0.764967 2.7 -1.1 0.7
C 0.923931 -0.020617 0.063973 1.6 0.8 0.0
O -1.638343 -1.273896 -0.412128 -0.9 1.0 0.2
N 2.966048 -0.020778 0.235092 -1.3 0.9 -3.7
O -3.673204 -0.015746 0.212942 1.2 0.0 0.6
O 1.949838 -0.107679 1.127959 -2.3 -0.9 2.6
H 2.222982 0.191879 -1.810872 0.5 0.2 -0.9
H -1.572645 -0.157226 1.507669 -1.6 0.2 -1.1
H 0.167300 -0.753022 -0.162168 0.3 -1.2 0.6
```
Forces are in eV/Å.

Computed properties:
Energy above the lowest of the compared OMol25 structures with the same formula, charge and spin, kJ/mol: 363.6
LUMO level, eV: 3.8873
Largest force on an atom, eV/Å: 4.05
Electronic energy, eV: -22652.13268
Total charge: -1

DFT (ωB97M-V/def2-TZVPD) results for C2H4NP in the gas phase in a non-equilibrium geometry.

```
8
Properties=species:S:1:pos:R:3:forces:R:3
H 0.435563 1.002481 -1.343950 -1.4 -1.3 1.3
P 1.323975 -1.160541 1.214746 0.8 0.4 -0.3
C -0.325342 0.246818 -0.845059 4.6 -1.7 0.1
C 0.059432 0.051199 0.697189 1.1 -0.6 -2.8
H 0.090108 1.055340 1.039520 -0.2 0.5 1.6
H -0.116023 -0.732241 -1.448331 -1.2 1.7 1.0
N -0.215191 -1.167687 1.511159 -1.5 0.7 -0.2
H -1.252522 0.704632 -0.825274 -2.2 0.3 -0.7
```
Forces are in eV/Å.

Computed properties:
Energy above the lowest of the compared OMol25 structures with the same formula, charge and spin, kJ/mol: 159.0
LUMO level, eV: -0.4213
Largest force on an atom, eV/Å: 4.89
Electronic energy, eV: -12914.88130
Total charge: 0
Structure (SMILES): C[C@H]1N=P1

DFT (ωB97M-V/def2-TZVPD) results for C2H4NP in the gas phase in a non-equilibrium geometry.

```
8
Properties=species:S:1:pos:R:3:forces:R:3
C 0.665416 -0.873185 -0.400100 2.4 -1.9 -1.1
N 0.074263 0.236723 0.011470 1.7 1.1 0.5
H -1.660560 -1.273922 0.552366 0.0 0.9 0.3
H 1.813218 -0.759164 -0.710505 -2.1 0.6 0.7
H 1.899242 1.393965 0.526356 -1.9 -1.2 -0.8
P -1.665337 0.177849 0.382686 -0.4 -1.2 -1.1
H -1.867233 -0.130503 -1.010785 -0.5 0.4 0.4
C 0.740990 1.228235 0.648512 0.9 1.3 1.0
```
Forces are in eV/Å.

Computed properties:
Energy above the lowest of the compared OMol25 structures with the same formula, charge and spin, kJ/mol: 590.1
LUMO level (spin up / spin down), eV: -0.8871 / -0.8930
Largest force on an atom, eV/Å: 3.25
Electronic energy, eV: -12910.41333
Total charge: 0

DFT (ωB97M-V/def2-TZVPD) results for C2H4NP in the gas phase in a non-equilibrium geometry.

```
8
Properties=species:S:1:pos:R:3:forces:R:3
H -0.792488 -0.095921 1.004949 2.0 0.6 -0.9
H 0.993080 0.403493 0.722830 2.7 -0.8 1.9
C 0.024814 0.548325 0.466184 -3.9 -1.2 0.7
C 0.053148 0.251058 -0.943582 0.8 -0.1 -2.9
N -0.462925 0.380946 -2.066904 -0.8 -0.4 0.7
P 1.106967 -0.580463 -2.262473 0.2 0.7 1.3
H -0.279104 1.510919 0.767883 -0.3 1.6 -0.3
H 0.806764 -1.840320 -1.686878 -0.5 -0.4 -0.5
```
Forces are in eV/Å.

Computed properties:
Energy above the lowest of the compared OMol25 structures with the same formula, charge and spin, kJ/mol: 123.0
LUMO level, eV: 0.9068
Largest force on an atom, eV/Å: 4.15
Electronic energy, eV: -12915.25435
Total charge: 0
Structure (SMILES): CC1=[PH]=N1

DFT (ωB97M-V/def2-TZVPD) results for C2H4NP in the gas phase in a non-equilibrium geometry.

```
8
Properties=species:S:1:pos:R:3:forces:R:3
C 0.690298 0.073959 0.066843 -1.3 -2.3 -0.6
N 1.693515 0.561238 0.577318 0.6 1.6 0.7
P -0.333206 -1.538571 0.089512 -1.2 2.1 1.4
H -1.050173 -0.797550 1.139023 0.3 -1.4 -0.1
H 2.028118 0.034466 1.379918 0.3 -0.3 -0.4
H -1.066644 0.977948 -0.649748 -2.0 1.4 0.3
H -0.223338 -0.116127 -1.784344 0.2 0.3 -1.9
C -0.470322 0.160838 -0.811632 3.0 -1.6 0.6
```
Forces are in eV/Å.

Computed properties:
Energy above the lowest of the compared OMol25 structures with the same formula, charge and spin, kJ/mol: 146.0
LUMO level, eV: 0.7943
Largest force on an atom, eV/Å: 3.43
Electronic energy, eV: -12915.01552
Total charge: 0
Structure (SMILES): [H]/N=C1/CP1

DFT (ωB97M-V/def2-TZVPD) results for 2 unconnected molecules or ions with the total composition C2H4NP in a non-equilibrium geometry.

```
8
Properties=species:S:1:pos:R:3:forces:R:3
P -1.926276 -0.609836 -0.218298 -0.2 -0.6 -0.2
H 1.507203 0.616582 0.513855 0.1 0.0 0.0
N -1.407774 0.839487 0.673897 1.0 0.4 -0.1
C 0.911471 0.637746 -0.400623 0.5 0.4 0.1
H 0.976506 1.647646 -0.813693 0.1 -0.1 0.0
C -0.477349 0.358435 -0.055536 -1.3 -0.2 0.3
H -0.893322 -3.409499 1.414809 0.0 0.1 -0.1
H 1.309543 -0.080559 -1.114412 -0.1 0.0 0.1
```
Forces are in eV/Å.

Computed properties:
Energy above the lowest of the compared OMol25 structures with the same formula, charge and spin, kJ/mol: 375.7
LUMO level (spin up / spin down), eV: -0.0078 / -0.1655
Largest force on an atom, eV/Å: 1.37
Electronic energy, eV: -12912.63524
Total charge: 0

DFT (ωB97M-V/def2-TZVPD) results for 2 unconnected molecules or ions with the total composition C2H4NP in a non-equilibrium geometry.

```
8
Properties=species:S:1:pos:R:3:forces:R:3
N -0.679829 1.152917 0.203404 -2.3 1.3 -0.2
H 0.877837 -0.295244 0.850834 0.6 -1.2 0.7
C 0.403536 -0.733236 -0.002620 -0.1 0.0 -0.2
C -0.049397 0.430438 -0.717469 -0.2 0.2 -2.8
H 0.739774 -1.597736 -0.495062 0.7 -1.0 -0.5
H -0.184534 0.615164 -1.801438 0.9 0.0 0.5
P -1.461038 -0.452492 0.102191 0.1 0.5 1.4
H 0.353648 0.880190 1.860160 0.3 0.2 1.1
```
Forces are in eV/Å.

Computed properties:
Energy above the lowest of the compared OMol25 structures with the same formula, charge and spin, kJ/mol: 383.4
⟨S²⟩: 2.01
Multiplicity: 3
LUMO level (spin up / spin down), eV: 0.9957 / -1.5467
Largest force on an atom, eV/Å: 2.84
Electronic energy, eV: -12910.78304
Total charge: 0

DFT (ωB97M-V/def2-TZVPD) results for 2 unconnected molecules or ions with the total composition C2H4NPS in a non-equilibrium geometry.

```
9
Properties=species:S:1:pos:R:3:forces:R:3
H 0.244110 -1.931095 -0.885099 0.0 -0.1 0.2
C -0.081321 1.437768 -0.083516 -0.7 -0.8 -2.8
H -0.203577 2.146438 0.687505 -1.1 0.5 1.1
N 1.256996 1.076141 -0.049740 2.0 0.8 -0.9
S -1.108817 -0.124037 -0.307998 0.3 -0.4 1.2
P 1.904836 -0.333506 -0.156312 -1.4 0.5 0.6
H 0.297611 -2.164085 1.054023 -0.1 3.1 -3.0
C 0.283438 -1.210626 -0.060959 -0.3 -4.0 2.0
H -0.438920 1.843519 -1.091010 1.2 0.4 1.4
```
Forces are in eV/Å.

Computed properties:
Energy above the lowest of the compared OMol25 structures with the same formula, charge and spin, kJ/mol: 218.4
LUMO level, eV: -0.3468
Largest force on an atom, eV/Å: 4.51
Electronic energy, eV: -23750.37346
Total charge: 0

DFT (ωB97M-V/def2-TZVPD) results for C2H4NPS in the gas phase in a non-equilibrium geometry.

```
9
Properties=species:S:1:pos:R:3:forces:R:3
H 1.068340 -0.945104 1.581024 0.0 0.1 0.7
P -1.987810 -0.400796 0.366147 1.0 1.2 -1.7
N -0.875874 -1.280535 0.940082 -0.3 0.4 0.8
H 0.778356 -2.057894 0.369654 1.7 -3.1 -2.0
H -1.053684 0.279097 -1.947922 0.5 0.1 -0.1
H -1.143817 1.802019 -0.876807 1.4 -2.3 -0.3
C -0.690177 0.702211 -1.008351 -3.2 1.3 1.8
S 0.938509 0.402590 -0.423337 -0.7 -1.0 0.2
C 0.488048 -1.160461 0.703159 -0.5 3.4 0.7
```
Forces are in eV/Å.

Computed properties:
Energy above the lowest of the compared OMol25 structures with the same formula, charge and spin, kJ/mol: 148.8
LUMO level, eV: -0.3595
Largest force on an atom, eV/Å: 4.08
Electronic energy, eV: -23751.09446
Total charge: 0
Structure (SMILES): C1N=PCS1

Copy entry 8 word for word.
DFT (ωB97M-V/def2-TZVPD) results for 2 unconnected molecules or ions with the total composition C2H4NP in a non-equilibrium geometry.

```
8
Properties=species:S:1:pos:R:3:forces:R:3
N -0.679829 1.152917 0.203404 -2.3 1.3 -0.2
H 0.877837 -0.295244 0.850834 0.6 -1.2 0.7
C 0.403536 -0.733236 -0.002620 -0.1 0.0 -0.2
C -0.049397 0.430438 -0.717469 -0.2 0.2 -2.8
H 0.739774 -1.597736 -0.495062 0.7 -1.0 -0.5
H -0.184534 0.615164 -1.801438 0.9 0.0 0.5
P -1.461038 -0.452492 0.102191 0.1 0.5 1.4
H 0.353648 0.880190 1.860160 0.3 0.2 1.1
```
Forces are in eV/Å.

Computed properties:
Energy above the lowest of the compared OMol25 structures with the same formula, charge and spin, kJ/mol: 383.4
⟨S²⟩: 2.01
Multiplicity: 3
LUMO level (spin up / spin down), eV: 0.9957 / -1.5467
Largest force on an atom, eV/Å: 2.84
Electronic energy, eV: -12910.78304
Total charge: 0